# 1
Molecular formula: C48H59BBr2CaN10O9
Method: DFT, wB97M-V/def2-TZVPD

```
130
Properties=species:S:1:pos:R:3:forces:R:3:mulliken_charge:R:1
Br -3.1561 4.9801 4.6970 0.074 -0.017 -0.072 -0.296
Br 2.6453 2.1666 -1.0561 0.296 0.124 -0.345 -0.495
Ca 0.3685 -0.6064 0.8647 -0.334 1.170 -0.414 2.702
O 3.9747 -1.4324 8.1321 0.046 0.086 0.161 -0.695
O 2.8036 2.3517 4.3563 -0.013 0.024 -0.022 -0.684
O 0.8094 2.0633 5.1143 -0.116 0.108 0.039 -0.647
O -1.6151 0.9683 1.6887 -0.104 0.075 -0.248 1.662
O 1.7112 -4.1909 3.0665 0.074 -0.077 0.053 -0.885
O 0.8004 2.0593 1.1902 0.071 -0.239 -0.389 0.169
O 1.1119 -0.0202 2.8122 0.404 0.070 1.279 0.191
O 3.7522 -3.4134 7.3292 0.038 -0.166 0.082 -0.659
O 1.1036 -2.4948 1.7426 0.294 -0.647 0.594 -0.529
N 3.6034 -2.2059 7.2602 -0.264 0.249 -0.620 1.009
N 2.5714 4.0985 1.7596 0.163 -0.002 0.041 0.796
N 0.6591 -1.9455 -2.0994 0.035 0.275 0.397 0.463
N 1.4791 -1.5230 -1.0684 -0.203 -0.369 -0.796 0.410
N -0.7259 0.9020 -1.4149 -0.249 -0.260 -0.741 0.857
N -1.7587 -2.1506 -1.0712 0.258 -0.058 0.304 0.569
N 1.5565 6.0836 1.8692 0.262 -0.108 -0.013 -0.932
N -1.0985 -0.0240 -2.3677 0.188 0.046 0.398 0.182
N 1.8957 1.6561 4.7734 0.145 -0.541 0.028 1.295
N -1.5799 -1.9348 0.2820 -0.535 -0.410 -0.817 0.286
C -1.8406 -1.8009 3.2303 -0.020 0.095 -0.049 -0.756
C -2.0486 4.1177 -0.7911 0.004 -0.012 -0.055 -1.505
C 4.9529 7.3061 0.9222 -0.095 -0.125 0.052 -0.443
C -0.1220 -3.0672 -5.1281 0.072 0.078 -0.095 -1.259
C -1.6731 1.9356 -3.1842 -0.027 0.209 0.045 -1.262
C 1.9295 -1.9983 3.9156 0.151 0.089 0.328 1.007
C 0.5290 -4.9623 -3.6347 -0.090 -0.001 0.043 -1.545
C 3.8560 -2.0000 -0.3445 -0.117 0.018 0.043 0.463
C -2.1766 -0.0835 -4.6826 -0.053 0.023 0.011 2.188
C -1.3115 2.1972 2.2463 0.290 -0.195 -0.254 -0.282
C -0.0408 2.7505 1.9046 -0.270 0.251 0.233 -0.620
C 2.7651 -0.2782 5.9963 0.044 0.110 0.120 -0.385
C 3.6133 7.4190 1.2592 0.046 0.023 -0.042 -0.834
C -2.4989 -2.6703 0.9011 0.088 0.132 0.257 -0.754
C 4.0037 -3.3731 0.3306 0.010 -0.021 -0.004 -1.738
C 0.9263 -3.5666 -4.1347 -0.008 -0.070 0.147 -0.059
C 2.6558 -2.8042 -2.4661 0.204 0.000 -0.133 -1.269
C 2.1417 0.1918 4.8837 -0.030 0.750 0.214 -0.043
C -3.2700 -3.3792 -0.0278 -0.063 -0.061 0.051 -1.075
C -3.3724 -3.4150 -2.5897 -0.025 -0.060 0.066 2.227
C 2.6739 -2.0531 -1.2870 -0.011 0.104 0.355 -0.446
C -2.2032 2.8317 3.0731 -0.063 0.313 0.127 0.147
C 5.5826 6.0498 0.8477 -0.122 0.039 0.021 -0.575
C 0.1871 4.0656 2.3757 0.185 0.054 -0.204 1.002
C -2.7360 -2.7060 2.3941 0.018 -0.041 -0.073 0.900
C 2.9557 -1.6516 6.0742 0.277 -0.297 0.546 -0.638
C -1.2850 0.2810 -5.8728 0.038 0.082 -0.038 -1.765
C 1.5569 -2.9902 2.8351 -0.377 0.132 -0.621 -0.126
C -3.4443 -4.9369 -2.7213 -0.046 -0.068 0.008 -1.734
C 1.3732 -2.7258 -2.9517 -0.338 0.062 -0.092 0.488
C -2.7807 -3.0192 -1.2623 0.041 0.212 -0.122 0.106
C -0.7395 4.7354 3.1809 0.029 0.040 0.006 -0.689
C -1.9052 4.1117 3.5416 -0.033 -0.174 -0.044 -0.620
C -1.0580 2.0880 -1.9296 -0.024 0.010 0.149 0.197
C -1.6757 0.5867 -3.4311 0.062 -0.184 0.010 0.018
C 3.8530 -0.8733 0.6906 -0.066 0.012 -0.201 -1.033
C 2.8942 6.2524 1.5279 -0.272 0.369 0.037 0.499
C -3.6282 0.3135 -4.9654 -0.038 0.042 -0.034 -1.696
C 2.5418 -2.4925 5.0516 -0.040 0.006 -0.214 -0.701
C -4.2091 -2.3946 2.6906 -0.027 0.036 0.051 -1.571
C -0.7762 3.4256 -1.2955 -0.146 -0.015 -0.015 2.477
C -2.9350 0.8727 1.1378 0.244 0.010 0.092 -0.953
C 3.5427 5.0163 1.4504 -0.031 -0.366 0.053 0.610
C 1.4191 4.7796 1.9979 -0.062 -0.066 0.091 -0.350
C 1.6804 -0.5900 3.7986 -0.257 -0.285 -0.698 -1.146
C -4.7601 -2.7874 -2.7568 -0.051 0.006 0.039 -1.631
C 4.8848 4.8829 1.1077 0.009 0.086 -0.022 -0.866
C -0.0587 4.3475 -2.2840 0.002 0.061 -0.076 -1.965
B -0.8482 -1.5409 -2.2043 0.073 -0.096 0.085 -0.794
H 4.0973 -4.1676 -0.4150 0.016 0.034 0.010 0.398
H 3.0959 0.3775 6.7898 -0.007 -0.021 -0.021 0.544
H 0.8233 3.8671 -2.7064 -0.009 -0.009 0.040 0.384
H -2.4980 3.5860 0.0457 -0.007 -0.018 0.016 0.309
H 2.7002 -3.5593 5.1131 -0.002 -0.013 0.005 0.683
H -0.8107 -2.1422 3.2319 0.074 -0.038 -0.048 -0.306
H -1.1367 -3.1782 -4.7499 0.037 -0.042 -0.034 0.121
H 1.3168 -5.4099 -3.0279 -0.001 0.039 -0.024 0.388
H 5.3536 3.9102 1.0316 -0.029 0.016 0.014 0.444
H -4.1209 -5.3601 -1.9723 0.041 0.035 -0.034 0.340
H 0.2595 5.2611 -1.7736 -0.008 -0.038 -0.027 0.443
H -3.6858 0.8514 1.9283 -0.059 -0.016 0.044 0.390
H 4.0261 0.1000 0.2369 0.015 -0.013 -0.064 0.201
H -2.7468 -3.0289 -3.3876 0.071 -0.042 -0.029 -1.135
H -0.1212 3.2573 -0.4525 0.075 0.006 0.079 -1.169
H -2.9793 -0.0534 0.5736 0.058 0.002 0.000 0.030
H 3.4764 -3.3552 -2.9036 -0.052 0.029 0.031 0.522
H -1.6051 -0.2378 -6.7823 -0.002 0.005 0.046 0.399
H -2.0433 2.7180 -3.8309 0.044 -0.047 0.050 0.483
H -0.5069 5.7371 3.5172 0.009 -0.027 -0.030 0.525
H -4.4110 -1.3335 2.5159 -0.010 -0.060 -0.008 0.197
H -4.4333 -2.6105 3.7390 0.009 0.034 -0.039 0.408
H -0.3657 -4.8899 -3.0090 0.062 0.010 -0.044 0.161
H -3.7067 1.3861 -5.1664 0.023 -0.054 0.016 0.301
H 3.1366 -3.6022 0.9509 0.025 0.030 -0.025 0.362
H -4.7071 -1.6984 -2.6939 0.023 -0.053 0.012 0.277
H -4.0835 -4.0593 0.1782 0.052 0.075 -0.019 0.557
H -2.4641 -5.3944 -2.5768 -0.058 0.027 -0.006 0.389
H 0.0260 -2.0238 -5.4074 0.018 -0.080 0.066 0.072
H -0.0474 -3.6739 -6.0363 0.009 0.027 0.011 0.540
H -4.0142 -0.2222 -5.8385 0.030 0.021 0.022 0.414
H 2.9124 -0.8105 1.2307 -0.004 -0.148 0.138 -0.035
H 4.8982 -3.3864 0.9604 -0.037 -0.006 -0.012 0.423
H 6.6292 5.9939 0.5729 -0.012 0.008 0.003 0.372
H -1.2187 -2.0530 -3.2000 0.054 0.011 0.065 -1.374
H -5.1937 -3.0560 -3.7254 0.025 0.010 0.037 0.438
H -2.5478 -3.7394 2.6989 -0.002 -0.062 0.042 0.543
H -2.7947 4.1954 -1.5907 0.065 0.007 0.037 0.231
H 3.1220 8.3838 1.3091 0.022 -0.023 0.005 0.420
H 5.5286 8.1986 0.7079 -0.004 0.004 0.000 0.356
H -0.2413 0.0284 -5.6782 -0.050 0.043 0.009 0.393
H -4.8942 -2.9723 2.0679 0.034 -0.006 0.026 0.412
H -3.8155 -5.2238 -3.7099 0.003 0.024 0.036 0.410
H 4.7290 -1.8584 -0.9882 0.099 0.037 -0.016 0.499
H -0.7251 4.6348 -3.1064 0.025 -0.023 0.059 0.348
H -3.1223 1.7133 0.4743 -0.037 0.047 -0.043 -0.030
H 1.8483 -3.6702 -4.7115 0.068 -0.094 -0.014 0.628
H 1.6146 2.3035 0.1169 -0.408 -0.091 0.536 0.074
H -2.1441 -1.1631 -4.5491 -0.016 0.040 0.001 -0.770
H -1.8570 -0.7678 2.8743 -0.025 -0.186 0.114 -0.001
H 0.3074 -5.6278 -4.4757 -0.003 0.025 0.031 0.411
H -5.4349 -3.1329 -1.9682 0.027 0.004 -0.048 0.312
H -1.8123 5.1254 -0.4398 0.006 -0.015 -0.013 0.463
H 4.6282 -1.0554 1.4383 0.013 -0.008 -0.020 0.398
H 2.6545 3.0975 1.8496 0.035 -0.006 -0.062 -0.282
H -1.3285 1.3581 -6.0577 -0.008 -0.042 0.000 0.326
H -2.1929 -1.7964 4.2648 0.030 -0.025 -0.001 0.553
H -4.2733 0.0912 -4.1141 0.029 -0.006 -0.013 0.352
H -3.1328 2.3527 3.3469 0.009 0.014 0.000 0.486
```
Positions in Å, forces in eV/Å.

Values from the calculation:
Energy above the lowest of the compared OMol25 structures with the same formula, charge and spin, kJ/mol: 202.34
Highest occupied orbital energy, eV: -3.24
Total charge: -2
Orbital gap, Ha: 0.2539
Max |F|, Eh/bohr: 0.02612

# 2
Molecular formula: C48H59ClF5N4O
Method: DFT, wB97M-V/def2-TZVPD

```
118
Properties=species:S:1:pos:R:3:forces:R:3:mulliken_charge:R:1
Cl 6.2395 1.0710 -1.7535 0.113 -0.097 -0.183 -0.068
F -2.5080 -3.6162 -0.1922 0.063 -0.028 -0.051 -0.243
F 1.2789 -5.0904 -1.6061 -0.116 0.059 -0.013 -0.337
F -0.0880 5.5867 3.3637 -0.104 0.141 -0.077 -0.233
F -2.1583 -2.1151 -6.6373 0.027 -0.022 -0.004 -0.369
F 4.3837 -7.4695 0.5271 0.000 -0.022 -0.013 -0.302
O -4.1265 0.3011 0.6772 -0.434 -0.061 -0.018 -0.271
N 4.6708 2.7774 -0.4488 0.625 -0.189 -0.005 -0.453
N 3.7089 1.7833 -2.1375 0.102 -0.879 -1.803 -0.049
N 2.8603 4.0490 0.3286 -0.337 0.291 -0.365 0.341
N 2.7775 2.5980 -1.5849 0.223 1.181 1.489 0.030
C 3.6294 3.7415 2.7358 -0.210 -0.559 0.505 0.908
C -2.8350 0.4388 -3.5011 0.017 0.067 0.113 0.056
C -2.2330 4.9969 4.1335 -0.057 -0.066 -0.241 -0.325
C -4.3024 3.2999 1.0039 -0.933 0.105 -0.850 -0.558
C 2.4534 4.1208 3.6622 0.684 -0.400 -0.603 -1.416
C 5.7342 -5.7934 1.4752 0.100 -0.105 0.107 -0.545
C 3.6613 4.5701 1.4476 -0.009 0.323 0.100 -1.464
C -2.8568 -4.5033 1.9605 0.093 0.204 0.088 -0.268
C -3.9566 -6.6304 2.1845 -0.022 -0.044 0.048 -0.519
C -5.2854 0.9869 0.2697 -0.623 0.547 -0.766 -0.387
C -4.0714 -6.7195 0.8041 0.033 0.072 0.112 -0.331
C -3.4637 -1.5010 -4.7802 -0.150 -0.172 0.004 -0.529
C -1.3847 5.4574 6.7390 -0.114 -0.056 -0.097 -0.429
C 0.4203 3.4992 0.7591 -0.461 0.487 -1.076 1.463
C 3.1404 -0.8894 -1.5887 0.413 0.298 -0.478 -0.795
C -3.2859 3.2109 -0.1600 0.346 0.019 1.110 -0.549
C 4.7084 -6.1692 0.6291 0.143 0.295 0.081 0.324
C 5.3677 -3.5008 0.8365 0.015 0.042 0.004 -0.504
C 4.0087 -5.2409 -0.1141 -0.139 -0.199 -0.161 -0.476
C 3.6195 2.2240 2.5255 0.106 -0.068 0.255 -1.499
C -0.9446 5.4074 4.3997 -0.204 -0.031 0.259 0.361
C -3.6844 -0.6372 -3.7171 0.075 0.068 -0.019 -0.445
C 4.3379 -3.9021 -0.0039 0.155 0.078 0.114 -0.015
C 3.3980 3.2018 -0.5281 0.295 -0.203 0.176 0.663
C 0.3679 -4.5656 -5.0636 0.048 -0.065 -0.029 -0.160
C -1.7538 0.6470 -4.3457 -0.084 -0.129 0.048 -0.402
C -4.2080 -1.0961 0.3930 0.620 0.219 0.191 -0.731
C -5.4931 2.3003 0.9923 0.797 -0.085 1.023 -1.096
C -0.7227 3.3136 -0.2606 0.198 -0.264 0.212 -0.869
C 0.4035 -4.4183 -3.6843 -0.114 0.219 0.109 -0.551
C -2.3817 -1.2791 -5.6079 -0.014 0.196 0.225 0.151
C 3.4323 0.8947 -3.2884 1.910 -0.453 1.253 -0.435
C 1.1514 -5.5297 -5.6828 0.028 0.001 -0.065 -0.687
C -1.5187 -0.2194 -5.4035 0.225 0.030 -0.155 -0.466
C -3.5871 -5.7001 -0.0028 -0.023 -0.006 -0.237 -0.552
C -3.1083 4.8068 5.1928 0.080 0.024 0.090 -0.408
C 2.0337 -6.1923 -3.5452 0.133 -0.136 0.157 -0.502
C 3.6342 -0.5471 -2.8297 -0.426 0.132 0.733 -0.464
C -1.9550 2.5863 0.3245 0.403 0.487 -0.891 -0.874
C 1.4729 4.4679 0.1438 -0.450 -0.798 0.646 -2.373
C 6.0667 -4.4488 1.5732 -0.113 0.017 -0.093 -0.437
C 1.2382 -5.2345 -2.9491 -0.007 -0.050 -0.301 0.440
C -0.5015 5.6401 5.6847 0.258 0.067 0.021 -0.434
C 1.9824 -6.3424 -4.9233 -0.084 0.121 -0.016 -0.412
C -2.9853 -4.6099 0.5908 -0.094 -0.230 0.170 0.360
C -2.6858 5.0387 6.4943 -0.022 -0.005 0.054 -0.554
C 4.8326 1.9150 -1.4364 -1.096 0.932 0.728 0.224
C -3.3522 -5.5220 2.7615 -0.043 -0.071 -0.116 -0.404
H 4.1868 -1.2474 -3.4501 -1.624 -0.387 -1.045 0.491
H -3.0902 4.2350 -0.4793 0.077 0.009 -0.110 0.761
H 3.2505 5.5536 1.6771 -0.038 0.046 -0.122 0.466
H 4.0582 1.1587 -4.1393 -0.138 0.255 -0.046 0.277
H 1.8134 2.7237 -1.8513 0.057 -0.468 -0.428 0.272
H -5.2557 1.1813 -0.8156 0.125 -0.120 -0.029 0.246
H 1.2316 4.5629 -0.9182 0.358 0.216 -0.094 1.048
H -5.1441 -1.3756 -0.0893 -0.125 0.021 0.163 0.412
H 3.7823 -3.1736 -0.5805 0.033 -0.040 0.005 0.218
H -3.2652 -5.4504 3.8372 0.022 0.014 -0.001 0.357
H 1.5535 3.6110 3.3240 -0.240 0.297 0.015 0.210
H -3.3703 4.8941 7.3192 0.000 0.003 -0.006 0.387
H 1.1165 -5.6472 -6.7576 -0.012 -0.002 0.005 0.400
H -0.6778 -0.0785 -6.0702 -0.039 -0.018 -0.042 0.451
H -4.5385 -7.5845 0.3534 -0.007 0.012 -0.019 0.373
H -6.1893 0.3878 0.4239 0.087 -0.149 0.133 0.591
H 6.2611 -6.5451 2.0476 -0.009 -0.015 -0.023 0.436
H -0.9975 4.3054 -0.6290 -0.122 0.030 0.047 0.504
H 2.3426 5.2015 3.6676 -0.306 -0.001 0.224 0.359
H -3.0153 1.1138 -2.6735 -0.009 -0.019 0.003 0.210
H 4.6704 4.7503 1.0882 0.109 -0.279 -0.025 0.523
H -3.8101 3.2600 1.9710 0.262 -0.170 -0.036 0.047
H 5.6260 -2.4520 0.9183 0.015 -0.013 0.016 0.423
H -0.2774 -3.9289 -5.6551 -0.027 -0.009 0.016 0.392
H -3.3973 -1.3938 -0.2707 0.067 0.086 -0.029 0.200
H 2.6739 3.7467 4.6597 -0.064 0.140 0.130 0.443
H 3.6239 -0.4502 -0.7122 -1.438 1.342 0.103 0.278
H -4.5238 -0.8011 -3.0545 -0.018 -0.028 -0.027 0.427
H -6.3983 2.7957 0.6471 -0.028 -0.162 -0.350 0.335
H 3.2155 -5.5583 -0.7708 -0.023 -0.082 0.059 0.452
H 2.2727 -1.5240 -1.4368 1.237 -1.661 0.158 0.567
H 0.5186 5.9590 5.8542 -0.012 0.018 -0.019 0.403
H 2.3729 0.9811 -3.5007 -0.002 0.173 -0.314 0.350
H 4.5797 1.8230 2.2065 0.008 0.077 -0.214 0.350
H 2.5918 -7.0953 -5.4044 0.015 -0.005 0.022 0.373
H -1.8755 2.6551 1.4086 -0.179 -0.078 0.074 0.489
H -2.3749 -3.6343 2.3897 0.002 0.001 -0.025 0.443
H -4.1208 4.4777 5.0008 0.001 0.016 -0.022 0.401
H -0.2093 -3.6807 -3.1808 -0.003 -0.030 0.022 0.620
H -4.0771 -1.6124 1.3435 -0.181 -0.285 -0.088 0.196
H 2.8386 1.9056 1.8330 0.022 0.020 -0.081 0.172
H -3.6735 -5.7468 -1.0805 0.033 0.012 0.005 0.416
H -1.9060 1.5350 0.0502 -0.084 -0.122 0.215 0.413
H 3.3881 1.7436 3.4773 0.006 -0.001 0.024 0.487
H -3.6766 2.6882 -1.0307 -0.116 -0.079 0.038 -0.116
H 6.8725 -4.1421 2.2264 -0.003 -0.025 0.018 0.369
H -0.0265 3.9879 1.6188 0.198 -0.275 0.372 -0.240
H -4.7562 4.2924 0.9527 0.020 0.045 0.125 0.387
H 4.5354 3.9640 3.3031 0.149 0.232 -0.244 0.461
H -1.0563 5.6422 7.7526 0.024 -0.001 -0.006 0.379
H 2.6791 -6.8124 -2.9364 -0.033 -0.011 0.010 0.435
H -4.1221 -2.3381 -4.9700 0.024 -0.009 -0.017 0.455
H -1.0917 1.4882 -4.1819 -0.005 0.019 -0.038 0.480
H 0.8445 2.5301 1.0162 0.096 0.050 0.216 0.029
H -5.6871 2.0484 2.0395 -0.124 0.020 0.003 0.370
H 1.3458 5.4386 0.6129 0.155 0.168 -0.159 0.336
H -0.3359 2.7752 -1.1399 -0.051 -0.020 -0.032 -0.014
H -2.5440 4.8313 3.1104 0.004 0.016 -0.020 0.482
H -4.3381 -7.4249 2.8117 0.002 0.001 -0.007 0.380
```
Positions in Å, forces in eV/Å.

Values from the calculation:
Energy above the lowest of the compared OMol25 structures with the same formula, charge and spin, kJ/mol: 56.38
Highest occupied orbital energy, eV: -10.78
Total charge: +1
Orbital gap, Ha: 0.2704
Max |F|, Eh/bohr: 0.04528

Q: What is the formula in the first record?
A: C48H59BBr2CaN10O9